ORCA calculation (the ωB97M-V functional and the def2-TZVPD basis) on C35H38N4Pb as an isolated structure at a distorted geometry.

Results
Calculated total energy in a.u.: -1768.03861
Energy above the lowest of the compared OMol25 structures with the same formula, charge and spin in kJ/mol: 378.77
HOMO energy (alpha / beta) in hartree: 0.0341 / 0.0026
Kohn-Sham gap (alpha / beta) in Eh: 0.1121 / 0.1436

Geometry as ORCA input:
```
! wB97M-V def2-TZVPD RIJCOSX def2/J DEFGRID3
* xyz -2 1
Pb -0.37746 -0.08355 -0.32919
N 0.91164 -2.64416 2.68622
N 0.35686 -2.49212 -1.84445
C 1.44908 2.33542 -0.06531
C 2.37112 1.26954 0.18180
C 2.20324 0.86099 1.53752
C 2.99125 -0.14160 2.28430
H 3.93319 -0.36674 1.77053
H 2.43758 -1.08581 2.43075
H 3.23571 0.24339 3.28448
C 1.14624 1.62465 2.10561
C 0.63692 1.48213 3.48898
H 1.20006 2.12961 4.18164
H 0.73781 0.44772 3.84853
H -0.42430 1.75587 3.56192
C 0.70558 2.56122 1.13239
C -0.32524 3.60794 1.33391
H -1.16771 3.23046 1.93012
H -0.71687 3.96922 0.37482
H 0.08709 4.48146 1.86629
C 3.37670 0.76670 -0.79202
H 4.17929 1.51081 -0.93064
H 2.93635 0.58310 -1.78580
H 3.83753 -0.16473 -0.44170
C 1.31682 3.09495 -1.33610
H 0.38737 3.68044 -1.34770
H 1.31090 2.42103 -2.20938
H 2.16177 3.79524 -1.45533
C 0.22201 -3.11905 3.77481
H 0.58588 -2.91125 4.79134
C -0.96606 -3.88714 3.53773
H -1.51990 -4.22666 4.43830
C -1.39257 -4.15376 2.21539
H -2.34266 -4.71955 2.06722
C -0.52196 -3.70366 1.15678
H -0.83104 -3.88183 0.14220
C 0.78526 -3.12686 1.44001
C 2.08669 -3.28494 0.79484
H 2.15940 -2.07680 0.50145
C -0.35786 -1.49566 -2.29163
C 1.19584 -3.05586 -2.79887
H 1.95011 -3.82528 -2.49328
C 0.83480 -2.43062 -3.98354
H 1.27608 -2.70193 -5.03632
N -0.05942 -1.47273 -3.66274
C -0.09679 -0.13274 -4.19879
C 1.02841 0.36353 -4.85437
C 0.94908 1.60477 -5.50315
H 1.81566 1.96988 -6.10936
C -0.21928 2.38702 -5.41826
C -0.35100 3.62182 -6.22780
H -0.86407 4.39012 -5.65407
H -0.92652 3.43946 -7.13894
H 0.63720 3.97387 -6.51648
C -1.26306 1.95978 -4.57111
H -2.16527 2.59456 -4.44269
C -1.20132 0.70265 -3.94369
C -2.36303 0.26778 -3.08718
H -2.24307 -0.76809 -2.70462
H -3.29344 0.27710 -3.67943
H -2.54161 0.92306 -2.21407
C 2.35707 -0.34373 -4.82009
H 2.30734 -1.38730 -5.16379
H 2.83297 -0.34758 -3.81850
H 3.04765 0.14523 -5.50646
N -1.76222 -0.55870 1.67837
C -2.12664 -0.68030 2.79627
C -2.69750 -0.77575 4.08905
C -4.08347 -0.56361 4.20909
C -4.69697 -0.61098 5.45912
C -3.93433 -0.88647 6.60099
C -2.55624 -1.10755 6.49115
C -1.93242 -1.03497 5.24402
H -4.65938 -0.35111 3.30507
H -5.77170 -0.42869 5.53446
H -4.41647 -0.92381 7.57945
H -1.95982 -1.33382 7.37908
H -0.85286 -1.18503 5.15084
*
```

These are the Löwdin partial charges, in e, on atoms 1 to 5: number 1, Pb, carries 1.491; number 2, N, carries 0.025; number 3, N, carries -0.026; number 4, C, carries -0.372; number 5, C, carries -0.330